This record from OMol25 describes 3 unconnected molecules or ions with the total composition C20H40I2N3O6 in a non-equilibrium geometry. The level of theory is wB97M-V/def2-TZVPD.

Output
LUMO energy: -0.180 hartree
net charge: +1
E: -1996.617916 a.u.
multiplicity: 1

Cartesian coordinates (Å):
1 C -9.356 -0.347 -1.291
2 C -7.775 -0.553 -1.106
3 I -7.504 -2.236 0.250
4 C -6.916 -0.633 -2.467
5 I -8.189 -0.044 -4.192
6 N -5.798 0.416 -2.428
7 N -6.218 1.615 -2.795
8 C -5.289 2.667 -2.782
9 C -3.844 2.401 -2.308
10 C -3.376 0.979 -1.883
11 C -4.550 -0.078 -1.962
12 C -4.177 -1.558 -1.505
13 N -3.326 -1.585 -0.254
14 H -9.659 0.706 -1.629
15 H -9.861 -1.177 -1.917
16 H -9.817 -0.467 -0.235
17 H -7.397 0.384 -0.543
18 H -6.543 -1.666 -2.753
19 H -5.610 3.715 -3.075
20 H -3.107 3.273 -2.273
21 H -2.319 0.718 -1.553
22 H -5.052 -2.283 -1.430
23 H -3.486 -1.985 -2.331
24 H -2.845 -2.506 -0.327
25 H -3.948 -1.641 0.566
26 C 2.910 2.422 4.591
27 O 1.742 2.612 3.813
28 C 1.994 3.386 2.645
29 C 0.918 3.130 1.597
30 O 1.116 1.914 0.872
31 C 0.828 0.709 1.583
32 C -0.664 0.469 1.773
33 O -1.159 1.249 2.856
34 C -2.554 1.459 2.772
35 H 3.304 3.383 4.936
36 H 2.646 1.815 5.458
37 H 3.671 1.885 4.015
38 H 2.976 3.139 2.226
39 H 1.979 4.442 2.937
40 H 0.982 3.925 0.848
41 H -0.086 3.177 2.023
42 H 1.371 0.670 2.530
43 H 1.222 -0.098 0.958
44 H -0.839 -0.584 2.018
45 H -1.195 0.720 0.846
46 H -2.803 2.008 1.857
47 H -2.861 2.062 3.627
48 H -3.090 0.504 2.798
49 C 4.609 0.597 0.810
50 O 5.180 -0.663 0.515
51 C 4.216 -1.710 0.544
52 C 4.702 -2.904 -0.269
53 O 4.523 -2.737 -1.676
54 C 5.421 -1.829 -2.317
55 C 6.832 -2.385 -2.462
56 O 7.545 -2.255 -1.237
57 C 8.627 -3.162 -1.147
58 H 4.179 0.599 1.817
59 H 5.398 1.349 0.759
60 H 3.843 0.852 0.070
61 H 3.259 -1.359 0.140
62 H 4.082 -2.008 1.590
63 H 4.085 -3.766 -0.001
64 H 5.735 -3.166 -0.031
65 H 5.416 -0.854 -1.824
66 H 5.013 -1.678 -3.321
67 H 7.376 -1.814 -3.223
68 H 6.780 -3.438 -2.766
69 H 8.263 -4.195 -1.185
70 H 9.122 -3.009 -0.187
71 H 9.346 -2.985 -1.952

---

This record from OMol25 describes a molecular structure, C12H25AlBrCl4CsF12MgNO5P3S2 in a non-equilibrium geometry. The level of theory is wB97M-V/def2-TZVPD.

Output
LUMO energy: -0.367 hartree
net charge: +2
E: -8798.545877 a.u.
multiplicity: 1

Cartesian coordinates (Å):
1 N -5.020 0.558 -3.428
2 C -3.715 0.547 -2.797
3 C -3.736 0.274 -1.307
4 C -2.341 0.172 -0.690
5 P -2.354 -0.465 0.983
6 C -3.700 0.192 1.968
7 C -3.869 -0.738 3.209
8 C -5.318 -0.984 3.567
9 S -5.280 -1.800 5.173
10 P -0.489 0.489 2.026
11 O 0.173 -0.467 2.936
12 Cl 0.608 0.671 0.407
13 C -2.442 -2.357 0.925
14 F -3.751 -2.760 0.860
15 F -1.935 -2.858 2.037
16 C -1.706 -3.053 -0.212
17 F -2.465 -2.934 -1.491
18 F -0.568 -2.589 -0.429
19 H -5.427 -0.368 -3.435
20 H -5.664 1.113 -2.883
21 H -3.283 1.523 -2.962
22 H -3.076 -0.158 -3.319
23 H -4.247 1.109 -0.850
24 H -4.338 -0.604 -1.088
25 H -1.639 -0.390 -1.291
26 H -1.955 1.178 -0.594
27 H -4.617 0.404 1.438
28 H -3.317 1.144 2.313
29 H -3.452 -0.207 4.034
30 H -3.373 -1.669 3.090
31 H -5.857 -0.052 3.630
32 H -5.829 -1.556 2.805
33 H -4.092 -2.400 5.081
34 H -0.471 -0.563 3.834
35 H -1.677 -4.115 -0.016
36 C 1.990 -1.536 -2.067
37 O 0.818 -1.281 -1.777
38 O 2.598 -2.515 -1.250
39 O 2.710 -1.064 -2.980
40 H 1.841 -2.638 -0.652
41 F -1.628 -0.608 4.561
42 Mg -5.618 -3.807 6.885
43 F 3.301 1.926 -0.695
44 P 4.703 1.003 -0.666
45 F 6.332 0.777 -1.055
46 F 4.538 1.190 -2.328
47 F 5.327 2.235 0.231
48 F 4.606 -0.635 -1.050
49 F 4.102 0.437 0.768
50 F 0.348 -3.740 1.309
51 C -0.045 4.555 -0.066
52 S 0.897 6.008 0.403
53 O 0.801 6.961 -0.721
54 C 2.520 5.250 0.335
55 H -1.096 4.835 -0.117
56 H 0.294 4.205 -1.041
57 H 0.095 3.779 0.688
58 H 2.691 4.855 -0.666
59 H 2.582 4.455 1.076
60 H 3.252 6.021 0.561
61 Cs 4.140 -2.055 -3.949
62 C 10.202 -1.293 -2.869
63 Cl 8.776 -0.721 -3.522
64 Cl 9.563 -3.007 -2.042
65 Cl 11.487 -1.548 -3.958
66 H 10.533 -0.704 -2.019
67 Al -2.775 -2.686 -3.468
68 Br 10.339 -4.940 -1.382

---

This record from OMol25 describes a gas-phase ion, C5H8N7 (charge +1) in a non-equilibrium geometry. The level of theory is wB97M-V/def2-TZVPD.

Output
LUMO energy (alpha / beta): -0.263 / -0.263 hartree
net charge: +1
E: -578.156529 a.u.
multiplicity: 1
relative energy (zero: lowest compared OMol25 entry of this formula, charge and spin): 39.6 kcal per mole
SMILES: CC(C)c1nc(/N=N\[N+]#N)n[nH]1

Cartesian coordinates (Å):
1 C 0.505 -0.377 -2.442
2 C 0.605 -0.980 -1.093
3 C -0.435 -2.136 -0.997
4 C 0.235 0.040 -0.038
5 N -0.860 0.078 0.583
6 C -0.771 1.111 1.477
7 N -1.772 1.299 2.381
8 N -1.658 1.661 3.531
9 N -0.444 2.071 3.784
10 N 0.547 2.519 3.559
11 N 0.431 1.719 1.407
12 N 1.096 1.023 0.480
13 H -0.314 0.427 -2.593
14 H 0.255 -1.210 -3.203
15 H 1.330 0.035 -2.957
16 H 1.599 -1.434 -0.973
17 H -0.897 -2.291 0.044
18 H -0.051 -3.077 -1.491
19 H -1.343 -1.839 -1.671
20 H 1.941 1.362 0.212

---

This record from OMol25 describes a molecular structure, C11H23ClLuNO2P2 in a non-equilibrium geometry. The level of theory is wB97M-V/def2-TZVPD.

Output
LUMO energy (alpha / beta): -0.331 / -0.331 hartree
net charge: +2
E: -3016.030595 a.u.
multiplicity: 1

Cartesian coordinates (Å):
1 Lu -0.462 -0.232 1.047
2 P 0.152 2.080 2.164
3 C -0.357 2.814 0.620
4 C -0.040 2.255 -0.648
5 N 0.313 0.902 -0.743
6 C 0.992 0.468 -1.842
7 C 1.221 1.314 -2.915
8 C 0.661 2.588 -2.932
9 C -0.008 3.044 -1.825
10 C 1.563 -0.957 -1.859
11 P 0.736 -2.167 -0.705
12 H -0.421 4.039 -1.756
13 H 1.827 0.945 -3.736
14 H 0.788 3.235 -3.802
15 H 1.517 -1.354 -2.894
16 H 2.637 -0.914 -1.581
17 H -3.751 -0.485 1.166
18 H -1.053 3.664 0.649
19 H -4.157 -5.134 0.293
20 O -2.878 -0.311 0.757
21 H -2.886 -0.910 0.001
22 H -0.661 -1.441 2.550
23 O -3.466 -4.602 -0.136
24 H -3.141 -4.023 0.575
25 C -0.265 -3.104 -1.916
26 H 0.372 -3.643 -2.631
27 H -0.884 -3.826 -1.370
28 H -0.935 -2.429 -2.462
29 C 2.134 -3.322 -0.496
30 H 1.971 -3.897 0.420
31 H 2.214 -4.040 -1.321
32 H 3.091 -2.794 -0.409
33 C 1.603 3.097 2.531
34 H 1.252 4.114 2.754
35 H 2.165 2.691 3.371
36 H 2.254 3.143 1.649
37 C -1.038 2.606 3.436
38 H -0.701 2.217 4.406
39 H -1.068 3.701 3.456
40 H -2.036 2.202 3.230
41 Cl 0.745 -1.534 2.905

---

This record from OMol25 describes a single C3H4N2 molecule in a non-equilibrium geometry. The level of theory is wB97M-V/def2-TZVPD.

Output
LUMO energy: 0.042 hartree
E: -226.169262 a.u.
multiplicity: 1
relative energy (zero: lowest compared OMol25 entry of this formula, charge and spin): 35.1 kcal per mole
SMILES: c1cn[nH]c1

Cartesian coordinates (Å):
1 C 1.005 0.323 -0.089
2 C 0.606 -1.007 -0.047
3 N -0.764 -1.247 0.022
4 N -1.241 0.125 0.043
5 C -0.208 1.062 -0.023
6 H 1.978 0.631 0.298
7 H 1.208 -1.934 0.030
8 H -2.177 -0.027 -0.286
9 H -0.407 2.074 0.052

---

This record from OMol25 describes a single C11H18N4O4 molecule in a non-equilibrium geometry. The level of theory is wB97M-V/def2-TZVPD.

Output
LUMO energy: -0.011 hartree
E: -949.823968 a.u.
multiplicity: 1
relative energy (zero: lowest compared OMol25 entry of this formula, charge and spin): 85.6 kcal per mole
SMILES: Cc1ncc([N+](=O)[O-])n1C[C@@H](O)CN1CCOCC1

Cartesian coordinates (Å):
1 C -2.011 -2.609 -1.079
2 C -1.849 -1.139 -1.042
3 N -1.919 -0.375 -2.118
4 C -1.748 0.884 -1.704
5 C -1.573 0.903 -0.329
6 N -1.377 2.025 0.474
7 O -1.341 3.102 -0.091
8 O -1.259 1.890 1.685
9 N -1.643 -0.415 0.081
10 C -1.515 -0.920 1.423
11 C -0.103 -1.423 1.805
12 O 0.204 -2.665 1.205
13 C 1.021 -0.410 1.520
14 N 1.061 0.054 0.148
15 C 1.612 -0.896 -0.810
16 C 3.144 -0.944 -0.785
17 O 3.710 0.335 -0.978
18 C 3.242 1.244 -0.006
19 C 1.713 1.344 -0.033
20 H -1.097 -3.099 -0.751
21 H -2.831 -2.926 -0.434
22 H -2.228 -2.902 -2.101
23 H -1.761 1.717 -2.377
24 H -1.779 -0.118 2.114
25 H -2.222 -1.748 1.544
26 H -0.120 -1.552 2.899
27 H -0.326 -3.357 1.615
28 H 0.832 0.456 2.158
29 H 1.958 -0.885 1.848
30 H 1.212 -1.885 -0.600
31 H 1.280 -0.577 -1.804
32 H 3.519 -1.569 -1.597
33 H 3.492 -1.362 0.174
34 H 3.694 2.207 -0.248
35 H 3.582 0.930 0.994
36 H 1.378 2.041 0.737
37 H 1.405 1.724 -1.012